No. 1
Formula: C26H23BaNS2Te2
Source: OMol25
Level of theory: ωB97M-V with the def2-TZVPD basis set

Results
Charge: -2
Lowest unoccupied orbital energy (hartree): 0.135

Cartesian coordinates (Å):
Ba1 -0.390 0.790 0.146
S1 0.820 -1.215 1.781
C1 1.975 -0.778 0.532
C2 2.940 -1.690 0.061
C3 3.906 -1.276 -0.824
C4 3.917 0.038 -1.281
C5 2.960 0.893 -0.781
N1 2.066 0.509 0.136
H1 2.922 -2.705 0.433
H2 4.662 -1.977 -1.162
H3 4.652 0.382 -1.995
H4 2.910 1.938 -1.066
C6 -2.504 -3.237 -1.561
Te1 -1.158 -2.164 -0.241
C7 -0.078 -3.994 -0.087
H5 -3.105 -3.897 -0.936
H6 -1.913 -3.854 -2.240
H7 -3.146 -2.577 -2.139
H8 0.369 -4.174 -1.064
H9 -0.789 -4.792 0.123
H10 0.676 -3.936 0.690
C8 -1.021 2.092 2.463
C9 -1.904 2.760 3.018
C10 -2.911 3.509 3.713
C11 -2.491 4.662 4.455
C12 -3.349 5.697 4.928
C13 -2.872 6.792 5.627
C14 -1.516 6.953 5.901
C15 -0.646 5.979 5.406
C16 -1.104 4.884 4.706
C17 -4.284 3.122 3.513
C18 -4.673 2.386 2.362
C19 -5.985 2.028 2.122
C20 -7.004 2.359 3.015
C21 -6.645 3.027 4.183
C22 -5.332 3.382 4.435
H11 -4.404 5.658 4.701
H12 -3.580 7.547 5.958
H13 -1.153 7.800 6.472
H14 0.423 6.082 5.575
H15 -0.407 4.156 4.310
H16 -3.893 2.110 1.664
H17 -6.226 1.483 1.214
H18 -8.035 2.092 2.815
H19 -7.406 3.263 4.922
H20 -5.089 3.837 5.386
Te2 0.149 -0.224 -2.709
C23 0.724 -1.918 -3.877
C24 1.979 -2.151 -4.392
C25 2.004 -2.677 -5.708
C26 0.756 -2.812 -6.239
S2 -0.428 -2.312 -5.116
H21 2.871 -1.971 -3.806
H22 2.910 -2.949 -6.234
H23 0.487 -3.201 -7.209

No. 2
Formula: C26H23BeGeNO5S
Source: OMol25
Level of theory: ωB97M-V with the def2-TZVPD basis set

Results
Charge: +2
Lowest unoccupied orbital energy (hartree): -0.263

Cartesian coordinates (Å):
Be1 0.322 -2.033 1.576
O1 2.346 -0.119 0.264
C1 1.679 0.878 0.765
O2 1.739 2.047 0.278
C2 1.088 0.669 2.126
C3 1.140 1.744 3.042
C4 0.845 1.442 4.358
C5 0.320 0.171 4.644
C6 0.187 -0.781 3.650
N1 0.612 -0.546 2.404
C7 -0.264 -2.229 3.840
O3 -0.673 -2.545 4.913
O4 -0.170 -2.867 2.706
H1 2.790 0.297 -0.457
H2 1.345 2.726 2.680
H3 0.739 2.198 5.131
H4 -0.016 -0.148 5.631
Ge1 0.449 3.547 -0.250
C8 1.470 4.257 -1.699
C9 1.336 3.913 -3.035
C10 2.297 4.374 -4.039
C11 3.393 5.134 -3.593
C12 3.521 5.482 -2.231
C13 2.536 5.067 -1.322
C14 -1.062 2.386 -0.399
C15 -2.233 2.729 0.356
C16 -3.319 1.800 0.369
C17 -3.203 0.537 -0.233
C18 -2.039 0.224 -0.829
C19 -0.979 1.129 -0.977
H5 0.607 4.361 0.995
H6 0.413 3.391 -3.295
H7 2.307 4.092 -5.107
H8 4.158 5.341 -4.351
H9 4.285 6.184 -2.006
H10 2.629 5.409 -0.323
H11 -2.332 3.676 0.860
H12 -4.306 2.078 0.777
H13 -4.081 -0.079 -0.209
H14 -1.944 -0.837 -1.185
H15 -0.052 0.880 -1.513
C20 0.515 -2.871 -2.412
S1 0.810 -3.562 -0.814
O5 0.604 -2.210 0.044
C21 -0.641 -4.516 -0.603
C22 -1.855 -3.851 -0.476
C23 -2.952 -4.645 -0.253
C24 -2.870 -6.027 -0.077
C25 -1.624 -6.638 -0.161
C26 -0.466 -5.919 -0.425
H16 1.143 -2.028 -2.615
H17 -0.460 -2.383 -2.495
H18 0.506 -3.672 -3.092
H19 -1.884 -2.795 -0.511
H20 -3.921 -4.130 -0.138
H21 -3.733 -6.652 0.116
H22 -1.486 -7.686 0.127
H23 0.436 -6.393 -0.526

The following DFT total energy values (in a.u.) correspond, in order, to the records above: -2417.106550; -3924.936936.
The following energy above the lowest of the compared OMol25 structures with the same formula, charge and spin values (in kJ/mol) correspond, in order, to the records above: 285.8; 163.4.